C40H101N7O13 | ωB97M-V/def2-TZVPD

For the gap between HOMO and LUMO, the calculation gives 8.841 eV. Its energy relative to the best compared isomer or geometry (same formula, charge and spin) is 226.25 kJ/mol. As for the total energy: -2945.63966 hartree. Its maximum force is 0.0461 Eh/bohr. Its SMILES is COC[C@H](C)N.COCCNCCOC.COCCNCCOC.COCCNCCOC.COCCNCCOC.COCCNCCOC.COCCNCCOC. The value obtained for the HOMO energy is -8.3 eV.

The geometry in ORCA input format:
```
! RIJCOSX wB97M-V def2-TZVPD def2/J DEFGRID3
* xyz 0 1
C -18.467 9.846 -10.200
O -17.934 9.138 -9.092
C -16.647 9.533 -8.700
C -16.106 8.638 -7.609
N -15.969 7.243 -8.078
C -14.835 7.032 -8.966
C -13.487 7.360 -8.332
O -12.821 8.349 -9.127
C -11.629 8.781 -8.498
H -18.189 9.211 -11.050
H -18.116 10.872 -10.300
H -19.554 9.828 -10.122
H -16.578 10.579 -8.358
H -15.928 9.538 -9.531
H -16.723 8.600 -6.708
H -15.185 9.113 -7.269
H -16.852 6.938 -8.455
H -15.028 7.428 -9.970
H -14.836 5.945 -9.122
H -12.833 6.494 -8.198
H -13.605 7.739 -7.312
H -11.767 9.744 -7.994
H -10.871 8.871 -9.276
H -11.254 8.098 -7.729
C -15.261 15.153 -12.755
O -14.139 15.416 -11.946
C -14.073 14.644 -10.752
C -12.950 15.162 -9.846
N -12.951 16.613 -9.903
C -11.717 17.185 -9.386
C -11.397 18.593 -9.846
O -10.422 18.523 -10.897
C -10.445 19.630 -11.760
H -16.155 14.965 -12.153
H -15.085 14.267 -13.379
H -15.339 16.003 -13.430
H -13.856 13.611 -11.035
H -15.061 14.766 -10.298
H -11.992 14.696 -10.118
H -13.102 14.841 -8.810
H -13.142 16.909 -10.852
H -10.849 16.598 -9.716
H -11.708 17.219 -8.295
H -10.941 19.182 -9.046
H -12.283 19.100 -10.240
H -11.460 20.021 -11.876
H -10.013 19.363 -12.724
H -9.835 20.479 -11.421
C -22.482 12.227 3.231
O -21.673 11.738 2.151
C -21.121 12.827 1.420
C -20.652 12.273 0.096
N -19.920 13.231 -0.690
C -20.762 14.246 -1.320
C -19.927 14.980 -2.360
O -19.712 14.102 -3.447
C -18.980 14.675 -4.494
H -21.785 12.795 3.870
H -22.841 11.324 3.712
H -23.209 13.024 3.046
H -20.339 13.325 2.005
H -21.911 13.567 1.225
H -21.485 11.721 -0.366
H -19.983 11.440 0.349
H -19.265 12.847 -1.351
H -21.187 14.951 -0.605
H -21.604 13.740 -1.811
H -19.005 15.327 -1.874
H -20.341 15.947 -2.667
H -19.090 13.987 -5.343
H -17.895 14.602 -4.345
H -19.300 15.644 -4.882
C -20.064 12.032 -12.473
O -19.741 11.308 -13.653
C -20.805 10.479 -14.058
C -20.340 9.538 -15.166
N -19.567 8.413 -14.611
C -19.057 7.465 -15.626
C -20.181 6.778 -16.365
O -19.659 5.779 -17.231
C -20.500 4.655 -17.338
H -21.149 12.156 -12.403
H -19.608 13.020 -12.478
H -19.742 11.458 -11.604
H -21.548 11.144 -14.521
H -21.251 9.886 -13.253
H -19.663 10.093 -15.830
H -21.170 9.169 -15.762
H -18.737 8.798 -14.176
H -18.544 6.724 -15.014
H -18.445 7.972 -16.380
H -20.718 7.521 -16.967
H -20.919 6.332 -15.690
H -21.452 4.730 -17.875
H -20.665 4.212 -16.353
H -19.949 3.951 -17.968
C -18.034 19.375 -10.941
O -18.582 19.037 -9.670
C -18.056 17.809 -9.173
C -16.969 18.144 -8.125
N -17.574 18.810 -6.987
C -16.619 19.331 -6.014
C -15.598 18.309 -5.509
O -14.708 17.933 -6.529
C -13.622 17.175 -6.055
H -18.198 18.622 -11.713
H -16.965 19.585 -10.831
H -18.573 20.294 -11.177
H -17.588 17.176 -9.928
H -18.825 17.261 -8.629
H -16.133 18.695 -8.571
H -16.563 17.191 -7.779
H -18.402 19.344 -7.180
H -17.168 19.738 -5.165
H -16.044 20.144 -6.474
H -16.076 17.456 -5.019
H -15.049 18.892 -4.758
H -12.840 17.788 -5.602
H -13.167 16.583 -6.850
H -13.988 16.390 -5.382
C -26.199 8.687 -12.274
O -26.091 10.044 -11.884
C -24.777 10.331 -11.446
C -24.807 11.527 -10.464
N -23.458 11.947 -10.111
C -23.502 13.239 -9.410
C -23.848 14.409 -10.318
O -22.637 15.099 -10.592
C -22.730 16.066 -11.612
H -26.027 8.059 -11.391
H -25.347 8.362 -12.886
H -27.130 8.459 -12.775
H -24.244 10.614 -12.359
H -24.258 9.510 -10.938
H -25.539 11.225 -9.707
H -25.287 12.277 -11.095
H -23.067 11.242 -9.497
H -22.550 13.427 -8.915
H -24.272 13.160 -8.630
H -24.626 15.057 -9.904
H -24.209 14.043 -11.288
H -21.923 16.764 -11.374
H -23.626 16.695 -11.606
H -22.583 15.715 -12.636
C -19.214 13.207 -8.812
C -18.024 14.072 -9.227
C -17.065 14.346 -8.060
O -16.429 13.193 -7.566
C -15.151 13.479 -7.035
N -17.306 13.501 -10.376
H -18.969 12.311 -8.235
H -19.742 12.903 -9.716
H -19.875 13.746 -8.126
H -18.350 15.021 -9.661
H -17.650 14.879 -7.301
H -16.273 15.032 -8.382
H -14.750 12.616 -6.503
H -15.229 14.220 -6.230
H -14.486 13.775 -7.847
H -16.559 12.917 -10.009
H -17.863 12.956 -11.016
*
```

Results of the Löwdin charge analysis, in e, for atoms 1 through 2: -0.10, -0.18


C40H104N4O16 | ωB97M-V/def2-TZVPD

For the gap between HOMO and LUMO, the calculation gives 8.861 eV. Its energy relative to the best compared isomer or geometry (same formula, charge and spin) is 118.08 kJ/mol. As for the total energy: -3008.95333 hartree. Its maximum force is 0.0484 Eh/bohr. Its SMILES is COCCNCCOC.COCCNCCOC.COCCNCCOC.COCCNCCOC.CC(C)O.CC(C)O.CC(C)O.CC(C)O.OCCO.OCCO. The value obtained for the HOMO energy is -8.6 eV.

The geometry in ORCA input format:
```
! RIJCOSX wB97M-V def2-TZVPD def2/J DEFGRID3
* xyz 0 1
C 4.021 -0.177 -0.234
C 5.389 0.490 -0.323
O 5.681 1.060 -1.597
O 3.010 0.563 -0.863
H 3.902 -0.409 0.829
H 4.176 -1.119 -0.787
H 6.108 -0.322 -0.133
H 5.582 1.266 0.425
H 5.111 0.577 -2.210
H 2.170 0.289 -0.477
C 3.406 -4.361 -0.279
C 3.933 -4.100 -1.665
O 3.677 -5.199 -2.519
O 1.978 -4.471 -0.336
H 3.675 -3.573 0.423
H 3.793 -5.319 0.075
H 5.007 -3.895 -1.739
H 3.583 -3.135 -2.059
H 2.753 -5.126 -2.793
H 1.741 -5.347 -0.657
C 8.175 4.969 4.767
O 7.310 3.858 4.627
C 5.982 4.301 4.416
C 5.034 3.122 4.452
N 5.122 2.162 3.349
C 4.528 2.636 2.099
C 3.027 2.449 1.989
O 2.805 1.030 2.150
C 1.401 0.729 2.127
H 7.760 5.650 5.516
H 8.350 5.454 3.801
H 9.159 4.665 5.126
H 5.899 4.749 3.419
H 5.660 5.003 5.190
H 4.030 3.546 4.626
H 5.151 2.565 5.386
H 4.589 1.358 3.663
H 5.016 2.085 1.293
H 4.784 3.686 1.948
H 2.690 2.652 0.964
H 2.362 2.970 2.683
H 1.021 1.175 1.202
H 0.866 1.124 2.990
H 1.371 -0.355 2.043
C -5.969 3.790 -3.676
O -5.042 3.693 -4.737
C -4.099 4.745 -4.767
C -2.976 4.449 -5.725
N -2.353 3.206 -5.294
C -1.307 2.710 -6.190
C -0.628 1.537 -5.526
O -1.529 0.447 -5.636
C -1.326 -0.690 -4.818
H -6.917 3.320 -3.932
H -6.152 4.835 -3.413
H -5.534 3.265 -2.819
H -3.698 4.980 -3.776
H -4.637 5.657 -5.066
H -2.231 5.231 -5.552
H -3.267 4.468 -6.781
H -2.987 2.445 -5.092
H -0.611 3.533 -6.374
H -1.745 2.458 -7.164
H -0.330 1.814 -4.510
H 0.300 1.216 -6.016
H -0.714 -1.342 -5.446
H -2.244 -1.173 -4.484
H -0.807 -0.433 -3.890
C -0.457 -4.543 1.931
O 0.405 -3.938 2.834
C 1.043 -4.738 3.800
C 2.225 -3.987 4.367
N 3.418 -4.285 3.561
C 4.407 -3.210 3.743
C 5.686 -3.481 2.995
O 6.656 -2.479 3.129
C 6.284 -1.237 2.567
H -1.502 -4.676 2.254
H -0.221 -5.585 1.674
H -0.459 -3.910 1.047
H 1.415 -5.649 3.313
H 0.360 -5.060 4.595
H 2.421 -4.260 5.407
H 1.977 -2.918 4.424
H 3.124 -4.331 2.591
H 4.617 -3.033 4.797
H 3.944 -2.298 3.334
H 5.500 -3.870 1.986
H 6.144 -4.342 3.493
H 5.599 -1.430 1.734
H 7.028 -0.585 2.103
H 5.823 -0.612 3.334
C -4.286 9.854 3.389
O -4.048 8.546 2.894
C -5.189 7.720 3.000
C -4.948 6.345 2.375
N -4.065 5.435 3.069
C -4.161 4.082 2.564
C -2.995 3.229 3.099
O -1.701 3.755 2.940
C -1.278 3.705 1.588
H -4.172 9.836 4.476
H -5.216 10.261 2.987
H -3.466 10.460 2.996
H -5.924 8.143 2.298
H -5.543 7.677 4.036
H -4.433 6.576 1.427
H -5.940 5.946 2.167
H -3.104 5.742 3.092
H -4.204 3.948 1.470
H -5.077 3.588 2.898
H -3.128 2.202 2.746
H -3.216 3.213 4.168
H -0.272 4.120 1.570
H -1.895 4.282 0.893
H -1.237 2.660 1.269
C -2.843 -5.927 -1.997
C -3.611 -6.149 -0.699
C -4.746 -5.126 -0.592
O -4.313 -7.415 -0.800
H -3.461 -5.858 -2.890
H -2.046 -6.666 -2.099
H -2.328 -4.978 -1.807
H -2.979 -6.223 0.184
H -5.298 -5.133 -1.533
H -4.460 -4.080 -0.445
H -5.385 -5.447 0.230
H -4.555 -7.522 -1.724
C -0.041 -4.400 -4.439
C 0.583 -5.790 -4.499
C 1.798 -5.991 -5.399
O 0.834 -6.173 -3.152
H -1.044 -4.372 -4.029
H 0.080 -3.995 -5.445
H 0.620 -3.845 -3.762
H -0.250 -6.446 -4.806
H 2.549 -5.246 -5.125
H 1.542 -5.738 -6.430
H 2.169 -7.012 -5.363
H 1.061 -7.110 -3.147
C -0.728 0.172 -0.023
C -0.430 -1.309 0.017
C -0.876 -1.955 -1.313
O 0.951 -1.548 0.132
H -0.088 0.596 -0.800
H -0.466 0.573 0.964
H -1.780 0.442 -0.099
H -1.019 -1.699 0.863
H -0.272 -1.533 -2.124
H -1.876 -1.796 -1.730
H -0.717 -3.038 -1.339
H 1.073 -2.428 -0.250
C -4.535 -0.736 -0.528
C -5.510 0.395 -0.169
C -6.721 0.594 -1.057
O -5.890 0.171 1.200
H -3.966 -0.433 -1.418
H -5.071 -1.592 -0.957
H -3.841 -1.051 0.244
H -4.944 1.333 -0.137
H -7.314 -0.319 -1.145
H -6.473 0.978 -2.044
H -7.349 1.305 -0.516
H -5.958 -0.774 1.357
*
```

Results of the Löwdin charge analysis, in e, for atoms 1 through 2: -0.26, -0.24


Q: energy relative to the best compared isomer or geometry (same formula, charge and spin) of number 2 (C40H104N4O16)?
A: 118.08 kJ/mol


Q: Among the records above, which one has the lowest gap between HOMO and LUMO?
A: C40H101N7O13